Run P
DFT (wB97M-V/def2-TZVPD) results for an isolated molecule of C4H9NO.

Values from the calculation:
HOMO: -0.3414 Eh
multiplicity: 1
SMILES string: CC/N=C\CO
net charge: 0

Last columns: bonded neighbours and bond lengths (Å).
Cartesian coordinates (Å):
1 C 2.102 1.157 0.320  C2 1.523, H7 1.095, H8 1.095, H9 1.095
2 C 0.960 0.226 -0.066  C1 1.523, N3 1.461, H10 1.099, H11 1.096
3 N -0.215 0.658 0.687  C2 1.461, C4 1.267
4 C -1.383 0.232 0.444  N3 1.267, C5 1.516, H12 1.095
5 C -1.847 -0.838 -0.525  C4 1.516, O6 1.411, H13 1.097, H14 1.102
6 O -0.956 -1.923 -0.672  C5 1.411, H15 0.966
7 H 3.045 0.888 -0.166  C1 1.095
8 H 1.846 2.187 0.051  C1 1.095
9 H 2.242 1.128 1.405  C1 1.095
10 H 0.767 0.261 -1.147  C2 1.099
11 H 1.219 -0.816 0.158  C2 1.096
12 H -2.186 0.696 1.026  C4 1.095
13 H -1.974 -0.408 -1.526  C5 1.097
14 H -2.842 -1.176 -0.197  C5 1.102
15 H -0.777 -2.271 0.211  O6 0.966

***

Run Q
DFT (wB97M-V/def2-TZVPD) results for an isolated molecule of C4H9NO.

Values from the calculation:
HOMO: -0.3257 Eh
multiplicity: 1
SMILES string: CN(C)CC=O
net charge: 0

Last columns: bonded neighbours and bond lengths (Å).
Cartesian coordinates (Å):
1 C 0.723 1.290 -0.535  N2 1.451, H7 1.103, H8 1.099, H9 1.093
2 N 0.496 -0.066 -0.071  C1 1.451, C3 1.463, C4 1.465
3 C 1.045 -1.042 -1.013  N2 1.463, H10 1.100, H11 1.096, H12 1.104
4 C -0.874 -0.341 0.370  N2 1.465, C5 1.497, H13 1.092, H14 1.165
5 C -1.202 -0.188 1.823  C4 1.497, O6 1.218, H15 1.102
6 O -2.378 0.065 2.013  C5 1.218
7 H 0.182 1.499 -1.474  C1 1.103
8 H 1.794 1.463 -0.710  C1 1.099
9 H 0.387 1.998 0.227  C1 1.093
10 H 2.105 -0.828 -1.214  C3 1.100
11 H 0.997 -2.053 -0.593  C3 1.096
12 H 0.519 -1.039 -1.983  C3 1.104
13 H -1.186 -1.325 0.010  C4 1.092
14 H -1.896 0.201 0.232  C4 1.165
15 H -0.487 -0.224 2.660  C5 1.102

***

Stability, highest: run P

***

Run P
DFT (wB97M-V/def2-TZVPD) results for an isolated molecule of C4H9NO.

Values from the calculation:
HOMO: -0.3248 Eh
multiplicity: 1
SMILES string: CN1CC(O)C1
net charge: 0

Last columns: bonded neighbours and bond lengths (Å).
Cartesian coordinates (Å):
1 C 1.048 1.012 1.275  N2 1.443, H7 1.095, H8 1.095, H9 1.108
2 N 0.140 0.043 0.709  C1 1.443, C3 1.470, C6 1.471
3 C -0.928 0.561 -0.158  N2 1.470, C4 1.543, H10 1.103, H11 1.097
4 C -0.693 -0.621 -1.122  C3 1.543, O5 1.404, C6 1.544, H12 1.091
5 O -1.597 -1.691 -1.030  C4 1.404, H13 0.967
6 C 0.648 -0.805 -0.380  N2 1.471, C4 1.544, H14 1.098, H15 1.103
7 H 0.522 1.637 2.004  C1 1.095
8 H 1.866 0.501 1.794  C1 1.095
9 H 1.486 1.677 0.504  C1 1.108
10 H -0.676 1.529 -0.623  C3 1.103
11 H -1.916 0.635 0.313  C3 1.097
12 H -0.631 -0.366 -2.182  C4 1.091
13 H -1.676 -1.922 -0.094  O5 0.967
14 H 0.906 -1.831 -0.088  C6 1.098
15 H 1.500 -0.360 -0.922  C6 1.103

***

Run Q
DFT (wB97M-V/def2-TZVPD) results for a 2-piece molecular cluster, C4H9NO overall.

Values from the calculation:
HOMO: -0.3240 Eh
multiplicity: 1
SMILES string: C[NH2+][O-].C#CC
net charge: 0

Last columns: bonded neighbours and bond lengths (Å).
Cartesian coordinates (Å):
1 C -2.566 0.807 0.031  N2 1.503, H4 1.116, H5 1.041, H6 1.105
2 N -1.186 0.235 0.189  C1 1.503, O3 1.371, H7 0.993, H8 1.044
3 O -0.899 -1.008 -0.313  N2 1.371
4 H -3.133 -0.154 0.018  C1 1.116
5 H -2.718 1.546 0.747  C1 1.041
6 H -2.869 1.155 -0.973  C1 1.105
7 H -1.185 0.229 1.183  N2 0.993
8 H -0.443 0.935 -0.026  N2 1.044
9 C 2.429 1.036 -0.699  C10 1.189, H12 1.019
10 C 2.231 -0.087 -0.362  C9 1.189, C11 1.460
11 C 2.042 -1.464 0.087  C10 1.460, H13 1.118, H14 1.117, H15 1.173
12 H 2.416 2.054 -0.746  C9 1.019
13 H 1.614 -1.410 1.118  C11 1.118
14 H 1.205 -1.862 -0.536  C11 1.117
15 H 3.061 -2.012 0.282  C11 1.173

***

Run R
DFT (wB97M-V/def2-TZVPD) results for an isolated molecule of C4H9NO.

Values from the calculation:
HOMO: -0.3450 Eh
multiplicity: 1
SMILES string: CCN(C)C=O
net charge: 0

Last columns: bonded neighbours and bond lengths (Å).
Cartesian coordinates (Å):
1 C 1.749 -0.104 0.050  C2 1.523, H7 1.096, H8 1.094, H9 1.093
2 C 0.648 0.380 -0.883  C1 1.523, N3 1.477, H10 1.098, H11 1.098
3 N -0.728 0.210 -0.375  C2 1.477, C4 1.478, C5 1.383
4 C -1.264 -1.086 0.089  N3 1.478, H12 1.093, H13 1.093, H14 1.100
5 C -1.130 1.149 0.558  N3 1.383, O6 1.208, H15 1.107
6 O -0.409 1.866 1.211  C5 1.208
7 H 2.737 0.025 -0.408  C1 1.096
8 H 1.628 -1.167 0.279  C1 1.094
9 H 1.713 0.470 0.979  C1 1.093
10 H 0.740 -0.086 -1.873  C2 1.098
11 H 0.777 1.457 -1.049  C2 1.098
12 H -0.459 -1.791 0.312  C4 1.093
13 H -1.985 -1.535 -0.598  C4 1.093
14 H -1.785 -0.941 1.047  C4 1.100
15 H -2.232 1.154 0.659  C5 1.107

***

Run S
DFT (wB97M-V/def2-TZVPD) results for an isolated molecule of C4H9NO.

Values from the calculation:
HOMO: -0.3483 Eh
multiplicity: 1
SMILES string: C/N=C(\C)OC
net charge: 0

Last columns: bonded neighbours and bond lengths (Å).
Cartesian coordinates (Å):
1 C -0.123 2.081 0.099  N2 1.448, H7 1.099, H8 1.099, H9 1.095
2 N 0.408 0.782 -0.260  C1 1.448, C3 1.264
3 C -0.254 -0.282 -0.095  N2 1.264, C4 1.506, O5 1.355
4 C -1.643 -0.531 0.429  C3 1.506, H10 1.091, H11 1.094, H12 1.095
5 O 0.320 -1.486 -0.336  C3 1.355, C6 1.420
6 C 1.729 -1.496 -0.508  O5 1.420, H13 1.094, H14 1.092, H15 1.092
7 H -1.065 2.334 -0.407  C1 1.099
8 H -0.284 2.169 1.182  C1 1.099
9 H 0.614 2.842 -0.180  C1 1.095
10 H -2.217 0.380 0.601  C4 1.091
11 H -2.188 -1.186 -0.258  C4 1.094
12 H -1.542 -1.080 1.371  C4 1.095
13 H 2.001 -1.324 -1.554  C6 1.094
14 H 2.058 -2.488 -0.190  C6 1.092
15 H 2.187 -0.716 0.104  C6 1.092

***

Stability, highest: run R

***

Run P
DFT (wB97M-V/def2-TZVPD) results for an isolated molecule of C4H9NO.

Values from the calculation:
HOMO: -0.2762 Eh
multiplicity: 1
SMILES string: C=C(O)N(C)C
net charge: 0

Last columns: bonded neighbours and bond lengths (Å).
Cartesian coordinates (Å):
1 C 1.926 0.628 0.139  C2 1.364, H7 1.087, H8 1.077
2 C 0.917 -0.287 0.072  C1 1.364, O3 1.359, N4 1.356
3 O 1.307 -1.585 0.186  C2 1.359, H9 0.978
4 N -0.418 -0.086 -0.061  C2 1.356, C5 1.445, C6 1.449
5 C -0.946 1.249 0.112  N4 1.445, H10 1.099, H11 1.091, H12 1.097
6 C -1.391 -1.129 -0.317  N4 1.449, H13 1.099, H14 1.101, H15 1.090
7 H 2.661 0.443 0.918  C1 1.087
8 H 1.895 1.595 -0.334  C1 1.077
9 H 2.244 -1.421 -0.044  O3 0.978
10 H -1.766 1.248 0.844  C5 1.099
11 H -0.146 1.896 0.476  C5 1.091
12 H -1.325 1.642 -0.839  C5 1.097
13 H -2.056 -0.824 -1.137  C6 1.099
14 H -2.018 -1.314 0.569  C6 1.101
15 H -0.885 -2.055 -0.585  C6 1.090

***

Run Q
DFT (wB97M-V/def2-TZVPD) results for an isolated molecule of C4H9NO.

Values from the calculation:
HOMO: -0.3404 Eh
multiplicity: 1
SMILES string: C=C(CN)CO
net charge: 0

Last columns: bonded neighbours and bond lengths (Å).
Cartesian coordinates (Å):
1 C 0.856 1.265 1.248  C2 1.349, H7 1.111, H8 1.059
2 C 0.467 0.263 0.432  C1 1.349, C3 1.540, C5 1.488
3 C -1.005 -0.187 0.413  C2 1.540, N4 1.411, H9 1.155, H10 1.158
4 N -1.599 -0.125 -0.866  C3 1.411, H11 1.018, H12 1.075
5 C 1.372 -0.549 -0.426  C2 1.488, O6 1.441, H13 1.149, H14 1.088
6 O 0.726 -0.634 -1.711  C5 1.441, H15 0.897
7 H 1.933 1.405 1.481  C1 1.111
8 H 0.070 1.768 1.749  C1 1.059
9 H -0.839 -1.326 0.506  C3 1.155
10 H -1.667 0.317 1.218  C3 1.158
11 H -2.516 -0.566 -0.881  N4 1.018
12 H -1.394 0.783 -1.403  N4 1.075
13 H 1.396 -1.548 0.140  C5 1.149
14 H 2.340 -0.058 -0.348  C5 1.088
15 H -0.139 -0.810 -1.551  O6 0.897

***

Stability, highest: run P

***

Run P
DFT (wB97M-V/def2-TZVPD) results for a 2-piece molecular cluster, C4H9NO overall.

Values from the calculation:
HOMO: -0.3566 Eh
multiplicity: 1
SMILES string: CC(C)=N.C=O
net charge: 0

Last columns: bonded neighbours and bond lengths (Å).
Cartesian coordinates (Å):
1 C -0.297 1.229 1.109  C2 1.487, H5 1.058, H6 1.182, H7 1.063
2 C -0.784 0.228 0.122  C1 1.487, C3 1.532, N4 1.292
3 C -1.402 0.672 -1.207  C2 1.532, H8 1.047, H9 1.085, H10 1.009
4 N -0.379 -0.983 0.315  C2 1.292, H11 0.996
5 H -1.093 1.484 1.759  C1 1.058
6 H 0.183 2.183 0.604  C1 1.182
7 H 0.500 0.794 1.662  C1 1.063
8 H -1.880 -0.188 -1.563  C3 1.047
9 H -0.510 0.882 -1.789  C3 1.085
10 H -2.056 1.440 -1.174  C3 1.009
11 H -0.631 -1.622 -0.406  N4 0.996
12 C 2.096 -1.531 0.163  O13 1.246, H14 1.086, H15 1.050
13 O 2.511 -1.106 -0.932  C12 1.246
14 H 1.532 -2.454 0.259  C12 1.086
15 H 2.210 -1.029 1.078  C12 1.050

***

Run Q
DFT (wB97M-V/def2-TZVPD) results for an isolated molecule of C4H9NO.

Values from the calculation:
HOMO: -0.3475 Eh
multiplicity: 1
SMILES string: CCN(C)C=O
net charge: 0

Last columns: bonded neighbours and bond lengths (Å).
Cartesian coordinates (Å):
1 C 0.236 1.514 0.796  C2 1.517, H7 1.082, H8 1.082, H9 1.093
2 C -0.126 0.945 -0.562  C1 1.517, N3 1.467, H10 1.099, H11 1.079
3 N -0.154 -0.522 -0.611  C2 1.467, C4 1.447, C5 1.372
4 C -0.962 -1.225 0.363  N3 1.447, H12 1.093, H13 1.084, H14 1.100
5 C 1.041 -1.126 -0.907  N3 1.372, O6 1.209, H15 1.099
6 O 2.036 -0.569 -1.309  C5 1.209
7 H 1.291 1.346 0.970  C1 1.082
8 H -0.002 2.570 0.822  C1 1.082
9 H -0.241 0.998 1.633  C1 1.093
10 H -1.097 1.272 -0.961  C2 1.099
11 H 0.584 1.243 -1.319  C2 1.079
12 H -1.941 -0.745 0.442  C4 1.093
13 H -1.090 -2.254 0.046  C4 1.084
14 H -0.566 -1.229 1.389  C4 1.100
15 H 0.989 -2.218 -0.791  C5 1.099

***

Run R
DFT (wB97M-V/def2-TZVPD) results for an isolated molecule of C4H9NO.

Values from the calculation:
HOMO: -0.3538 Eh
multiplicity: 1
SMILES string: CCO/C=N/C
net charge: 0

Last columns: bonded neighbours and bond lengths (Å).
Cartesian coordinates (Å):
1 C 1.607 -0.026 2.169  C2 1.512, H7 1.095, H8 1.094, H9 1.096
2 C 1.098 -0.057 0.745  C1 1.512, O3 1.436, H10 1.094, H11 1.096
3 O -0.049 -0.919 0.682  C2 1.436, C4 1.343
4 C -0.876 -0.667 -0.345  O3 1.343, N5 1.262, H12 1.100
5 N -0.604 0.176 -1.244  C4 1.262, C6 1.451
6 C -1.610 0.489 -2.241  N5 1.451, H13 1.097, H14 1.099, H15 1.099
7 H 0.862 0.429 2.829  C1 1.095
8 H 1.841 -1.028 2.540  C1 1.094
9 H 2.518 0.581 2.206  C1 1.096
10 H 0.799 0.940 0.409  C2 1.094
11 H 1.854 -0.420 0.040  C2 1.096
12 H -1.796 -1.264 -0.256  C4 1.100
13 H -1.172 1.161 -2.990  C6 1.097
14 H -2.468 1.004 -1.786  C6 1.099
15 H -2.004 -0.398 -2.757  C6 1.099

***

Stability, highest: run Q